25
Properties=species:S:1:pos:R:3:nbo_charge:R:1 method="wB97M-V/def2-TZVPD" gap_ev=4.54 charge=-1
F 0.5041 -1.9596 2.8715 -0.388
O -2.6197 -2.0142 -3.9011 -0.959
O -1.0597 2.3622 -1.6823 -0.736
O -0.8574 0.2589 -2.4000 -0.603
C 0.0094 0.3566 3.1537 -0.654
C 1.6882 -0.1544 -0.9448 -0.424
C 1.4417 -0.7652 0.4361 -0.660
C -0.0170 -0.7098 0.8346 -0.445
C 1.0261 1.2152 -1.2017 -0.550
C -0.2717 -0.9138 2.3317 0.230
C -0.3527 1.1696 -1.7943 0.810
H 0.6727 0.1071 3.9829 0.216
H -0.5254 0.2773 0.6489 0.092
H -1.8713 -1.5150 -3.5471 0.497
H 2.7697 0.0006 -1.0395 0.186
H 0.5428 1.0818 2.5336 0.210
H -1.0419 2.6131 -0.7511 0.479
H -0.9092 0.8102 3.5259 0.190
H -3.1793 -2.1515 -3.1327 0.462
H 2.0294 -0.1662 1.1573 0.118
H -0.6113 -1.4501 0.2824 0.182
H -1.3168 -1.2102 2.4844 0.131
H 1.4166 -0.8427 -1.7541 0.187
H 0.9270 1.7286 -0.2360 0.207
H 1.6058 1.8715 -1.8584 0.222

26
Properties=species:S:1:pos:R:3:nbo_charge:R:1 method="wB97M-V/def2-TZVPD" gap_ev=10.95 charge=+1 de_lowest_kj_mol=0.00
O 0.5897 -0.7608 0.9463 -0.634
N 2.6845 -0.0300 0.5869 -0.558
N -0.9109 -2.0799 -0.8842 -0.760
N -1.8079 -0.1926 0.1101 -0.353
C 1.6137 -0.7411 0.2817 0.531
C -2.7002 -0.9884 0.9327 -0.438
C -0.8639 -0.7844 -0.5832 0.436
C 3.9267 -0.0083 -0.1457 -0.416
C -1.7897 1.2346 0.4173 -0.205
C -0.9317 2.0886 -0.4995 -0.634
H -3.3061 -1.6481 0.3112 0.221
H -1.4426 1.3461 1.4510 0.214
H -3.3672 -0.3317 1.4845 0.242
H -2.8249 1.5817 0.3610 0.218
H -0.2075 -2.4873 -1.4780 0.418
H -1.2155 1.9672 -1.5403 0.220
H 3.8693 -0.6961 -0.9868 0.213
H 4.7511 -0.3090 0.5017 0.223
H 4.1272 0.9974 -0.5182 0.217
H 2.6508 0.5216 1.4377 0.417
H -2.1255 -1.5776 1.6502 0.221
H -0.2564 -0.1548 -1.2199 0.223
H -1.0828 3.1299 -0.2325 0.251
H 1.7388 -1.3425 -0.6366 0.111
H 0.1263 1.8717 -0.3796 0.206
H -1.4072 -2.7221 -0.2855 0.417

11
Properties=species:S:1:pos:R:3:nbo_charge:R:1 method="wB97M-V/def2-TZVPD" gap_ev="6.44 / 7.47" spin_multiplicity=3 s_squared=2.00
Tm 3.2529 2.1333 -1.1647 0.998
O -1.3325 1.8701 -0.0220 -0.632
O 0.3999 -0.8829 0.1300 -0.553
O 0.7781 0.5054 1.7868 -0.564
O 0.7195 1.9703 -0.9422 -0.952
C -0.1832 1.4767 -0.2070 0.686
C 0.3154 0.3200 0.6835 0.692
C -0.7751 -1.6852 -0.0345 -0.251
H -1.4701 -1.5450 0.8036 0.194
H -1.2742 -1.4396 -0.9802 0.185
H -0.4305 -2.7232 -0.0533 0.196

76
Properties=species:S:1:pos:R:3:mulliken_charge:R:1 method="wB97M-V/def2-TZVPD" gap_ev="6.35 / 5.82" spin_multiplicity=2 de_lowest_kj_mol=10.76 s_squared=0.76
I 1.3750 -0.7064 6.2446 0.093
Ru 0.3157 -0.4432 0.2198 -0.265
Se -1.0847 0.9518 -1.0708 0.324
S 2.2791 0.5638 0.7819 -0.544
O -3.9783 -5.7477 1.0508 -0.719
O -2.9099 -6.4109 -0.8384 -0.721
N 1.0920 -1.4030 -1.4362 0.967
N 1.1006 -1.9966 2.1745 0.539
N -0.8232 -2.0741 0.1922 0.906
N -1.1222 -0.0371 1.7844 1.382
C 1.0603 4.1330 2.3032 -0.268
C -1.5825 3.0636 -4.5718 -0.940
C 2.7099 3.2279 3.7885 -0.616
C -0.2673 4.5916 -6.0905 -1.521
C -1.8226 -1.1496 2.1145 0.030
C 1.8164 4.2393 3.4629 -0.591
C 1.2099 -1.8954 4.5501 -0.860
C 0.6884 3.4746 -4.0516 -0.636
C 1.8619 2.5547 -2.0957 -1.254
C 1.1855 3.0229 1.4811 -0.826
C -2.3521 -4.3402 0.1148 -0.663
C 0.9427 -3.9966 3.4686 -0.998
C 2.0336 -0.9532 -2.2668 0.042
C -0.3892 3.6979 -4.8876 0.557
C 2.0752 -3.0253 -3.4451 -0.485
C 1.0576 -3.2698 4.6429 -0.201
C 2.8402 2.1179 2.9672 -0.672
C 2.5410 -1.7298 -3.2934 -1.158
C 2.0713 1.9958 1.8089 0.996
C -3.1846 -5.6516 0.1026 0.429
C -1.3424 -4.1417 -0.8228 -0.712
C -1.8131 0.9769 3.8246 -0.874
C 0.6146 2.6606 -2.9227 1.661
C -1.7796 -2.2454 1.1127 0.899
C 1.0774 -3.4889 -2.6031 -0.980
C -3.0544 1.5927 -3.2359 -1.698
C 0.5766 -2.6448 -1.6268 0.729
C 1.2347 -1.3000 3.2993 0.402
C -1.7107 2.2335 -3.4664 0.627
C -2.4963 -1.2567 3.3189 -1.045
C -0.5736 -2.9961 -0.7511 -0.137
C -2.4780 -0.1806 4.1927 -0.743
C 0.9667 -3.3193 2.2610 -0.182
C -0.5970 2.0312 -2.6188 -0.062
C -2.5738 -3.3735 1.0925 -0.815
C -1.1468 1.0083 2.6108 -0.479
H -1.2169 4.6748 -6.6175 0.343
H -3.0140 -2.1719 3.5679 0.482
H -2.4472 3.2095 -5.2096 0.263
H -3.7088 1.7904 -4.0835 0.390
H 0.3684 4.9205 2.0307 0.414
H -1.2047 -4.9138 -1.5686 0.660
H 0.0474 5.5960 -5.8029 0.340
H 0.8631 -3.8598 1.3268 0.526
H 3.5421 1.3328 3.2226 0.473
H 1.7135 5.1045 4.1045 0.405
H 0.8243 -5.0709 3.4840 0.470
H 3.3099 3.3008 4.6868 0.409
H 2.1387 3.5305 -1.6902 0.532
H 3.2946 -1.3188 -3.9494 0.458
H 2.4754 -3.6688 -4.2168 0.449
H -1.7917 1.8462 4.4661 0.514
H -0.5966 1.8824 2.2913 0.300
H -2.9802 -0.2485 5.1484 0.449
H 1.3590 -0.2289 3.1935 0.021
H -3.3633 -3.5647 1.8076 0.643
H 0.5860 2.9434 0.5832 0.289
H 1.0311 -3.7629 5.6052 0.428
H -3.5370 1.9815 -2.3367 0.327
H 0.6807 -4.4887 -2.7036 0.456
H 2.7040 2.2193 -2.7061 0.538
H 0.4745 4.2071 -6.7926 0.334
H 2.3893 0.0485 -2.0784 0.262
H 1.7509 1.8789 -1.2563 -0.811
H 1.6369 3.9576 -4.2676 0.412
H -2.9734 0.5127 -3.1090 0.305

53
Properties=species:S:1:pos:R:3:nbo_charge:R:1 method="wB97M-V/def2-TZVPD" gap_ev=8.85 de_lowest_kj_mol=0.00
Cs -2.2153 3.3742 0.3125 0.979
P 0.2159 0.4262 0.2121 2.564
O -1.2112 -0.8340 -2.7566 -0.804
O 0.0910 1.7915 -0.5738 -1.315
O -3.1703 0.4638 0.0956 -0.801
O 1.7154 -2.8510 0.6323 -0.987
O -1.3131 -2.8092 1.2439 -1.009
O 0.5063 1.2184 -3.3501 -1.010
O 0.1930 0.6687 1.7567 -1.221
O 0.3045 -1.7392 2.8898 -0.986
O 1.5699 -0.0791 -0.3987 -1.335
O 3.8882 -0.7694 0.1701 -0.761
O 2.7873 0.7053 2.5003 -0.965
O 0.2589 2.2483 3.7627 -0.971
O -2.1225 0.7403 2.5615 -1.002
O -0.8253 -0.6375 -0.1838 -1.281
O 1.2229 3.5131 0.7623 -0.970
O -1.2733 3.5909 -2.8296 -0.961
C -1.8919 -2.0700 -2.8626 -0.246
C 4.5265 -0.9984 -1.0419 -0.236
C -4.1429 -0.5539 0.1582 -0.265
Li 0.7464 -1.7510 -0.8393 0.929
Li 1.6365 1.3946 -1.7052 0.945
H -1.3650 -2.0424 0.6733 0.471
H 1.8296 -3.6477 1.1503 0.502
H 1.8338 0.6225 2.4871 0.474
H -4.8828 -0.3810 0.9397 0.181
H -1.7740 -2.5165 -3.8500 0.191
H 0.9535 4.1994 0.1517 0.439
H 1.4301 -2.1920 1.2652 0.497
H -2.9224 -2.0552 -2.5075 0.181
H 0.3596 -0.8727 2.4868 0.501
H -1.2023 0.6731 2.3068 0.473
H -1.1297 -0.5747 -1.8359 0.508
H 4.9209 -0.1509 -1.6025 0.139
H -0.0327 -1.5734 3.7702 0.501
H 1.0358 2.7629 3.5442 0.471
H 2.9703 -0.5959 -0.0513 0.495
H 3.0851 0.1684 1.7659 0.472
H -1.4245 -2.7708 -2.1709 0.158
H -2.3165 0.0255 0.0736 0.508
H 0.7938 2.7214 0.4378 0.481
H 3.7847 -1.4518 -1.6993 0.140
H -0.7903 -2.5176 1.9908 0.484
H 0.1452 1.6574 3.0183 0.477
H -3.6923 -1.5416 0.2556 0.194
H -4.7462 -0.5300 -0.7494 0.164
H 0.4610 1.5501 -4.2468 0.487
H -2.6060 0.4136 1.8028 0.457
H 5.4261 -1.5944 -0.8881 0.182
H -0.8923 2.9777 -2.2011 0.488
H -0.6079 3.6796 -3.5120 0.471
H -0.1417 0.5146 -3.3215 0.522

10
Properties=species:S:1:pos:R:3:nbo_charge:R:1 method="wB97M-V/def2-TZVPD" gap_ev=9.70 de_lowest_kj_mol=528.01
O 1.9469 -0.7341 -0.1989 -0.555
N 1.8033 0.5819 0.0017 -0.129
C -1.9346 -0.0828 -0.1352 -0.361
C 0.5758 0.8293 -0.1363 -0.026
C -0.5481 -0.2491 0.1390 -0.239
H 2.9660 -0.8739 0.2825 0.474
H -0.2746 -1.1755 0.1828 0.196
H 0.6150 2.0480 0.1510 0.212
H -2.6256 0.8480 -0.2893 0.226
H -2.5241 -1.1919 0.0027 0.202